{
  "formula": "C9H22CuO4",
  "method": "ωB97M-V/def2-TZVPD",
  "e_homo_ev": [5.99, 1.74],
  "lumo_ev": [7.53, 7.49],
  "orbital_gap_ev": [1.537, 5.748],
  "multiplicity": 3,
  "charge": -3,
  "species": ["Cu", "C", "C", "O", "H", "H", "H", "H", "H", "C", "C", "O", "H", "H", "H", "H", "H", "C", "C", "O", "H", "H", "H", "H", "H", "C", "C", "C", "O", "H", "H", "H", "H", "H", "H", "H"],
  "positions_angstrom": [[0.19972, -0.20688, 0.50564], [-0.32759, 0.51167, 5.01536], [-0.30226, 1.18338, 3.62670], [-0.44965, 0.40673, 2.45742], [0.57152, 0.04075, 5.41279], [-1.24165, -0.07702, 5.09300], [-0.42063, 1.28270, 5.78019], [0.69775, 1.61700, 3.61995], [-0.84262, 2.12638, 3.54394], [2.72789, -2.74076, -1.27091], [2.59179, -2.65526, 0.25074], [2.05057, -1.50142, 0.82294], [1.72448, -2.63900, -1.68434], [2.98963, -3.73628, -1.62943], [3.39429, -2.05551, -1.79477], [3.57018, -2.92277, 0.64984], [1.88450, -3.44330, 0.50927], [-3.13432, -0.77950, -1.27405], [-2.63568, -1.83665, -0.44894], [-1.36342, -1.69544, 0.19255], [-2.54556, -0.57932, -2.16925], [-3.03483, 0.22431, -0.86106], [-4.19563, -0.87743, -1.50240], [-2.56224, -2.75963, -1.02413], [-3.37780, -1.97861, 0.33668], [1.36569, 2.55417, -3.12312], [0.70054, 2.13235, -1.76504], [-0.82119, 2.20343, -1.73086], [1.19897, 0.98032, -1.09215], [1.03944, 3.56549, -3.36577], [0.93638, 1.80753, -3.79121], [2.43853, 2.36341, -3.15027], [0.96598, 2.95643, -1.10283], [-1.35439, 1.45042, -2.31120], [-1.27148, 3.16234, -1.98741], [-1.16687, 1.91600, -0.73789]],
  "atomic_forces_ev_per_a": [[0.277, -0.636, -0.377], [-1.218, 0.681, 0.156], [2.327, -0.647, -2.425], [-0.488, 0.078, 1.182], [0.063, -0.789, -0.963], [0.202, -0.601, 0.204], [-0.426, 0.690, 0.082], [0.971, 0.269, -0.025], [-1.260, 0.044, 0.567], [-0.892, 0.042, -0.732], [-1.406, 1.357, 0.410], [0.485, -0.068, -0.787], [-0.116, 0.572, -0.158], [0.445, -0.587, 0.352], [-0.004, 0.412, 0.365], [0.651, -0.053, 0.605], [0.008, -1.036, 0.056], [-0.202, 3.152, -1.935], [2.856, -1.296, 2.784], [-0.149, 0.933, -0.729], [-0.059, -0.656, -0.521], [-0.133, -0.011, 0.878], [-0.188, -0.258, -0.336], [-0.329, -0.497, -0.333], [-0.504, -0.410, 0.464], [-1.292, -1.715, 0.958], [0.857, 0.080, 1.739], [-0.677, -0.724, -0.222], [-1.140, -0.205, -0.385], [0.200, 0.023, -0.293], [0.183, 0.287, -0.850], [-0.008, 0.299, 0.166], [0.207, 0.707, 0.405], [0.311, -0.113, -0.660], [0.219, 0.310, -0.117], [0.229, 0.363, 0.474]],
  "mulliken_charge": [0.441, -1.076, -0.692, -0.446, 0.277, 0.283, 0.373, 0.214, 0.365, -1.141, -0.418, -0.610, 0.160, 0.452, 0.300, 0.237, 0.215, -1.286, -0.221, -0.527, 0.227, 0.211, 0.467, 0.247, 0.226, -4.594, 2.685, -2.188, -0.850, 1.263, 0.408, 0.477, 0.382, 0.346, 1.034, -0.243]
}

=====

{
  "formula": "C2H9NOS2",
  "method": "ωB97M-V/def2-TZVPD",
  "smiles": "CSS.NCO",
  "e_homo_ev": -9.02,
  "lumo_ev": 0.13,
  "orbital_gap_ev": 9.151,
  "multiplicity": 1,
  "relative_energy_kj_mol": 106.7,
  "species": ["C", "S", "S", "H", "H", "H", "H", "N", "C", "O", "H", "H", "H", "H", "H"],
  "positions_angstrom": [[-2.08827, 0.09559, -1.11408], [-0.48269, -0.59130, -1.79412], [-0.75017, -2.47329, -0.80371], [-2.80769, -0.71474, -1.20653], [-1.91805, 0.48024, -0.11431], [-2.40996, 0.94479, -1.71858], [-1.75727, -2.75277, -1.64744], [0.71418, 1.22176, 1.24616], [2.03169, 0.52366, 1.19921], [2.28762, -0.13190, 0.01783], [-0.06909, 0.62835, 1.04655], [0.78727, 1.71985, 2.12289], [1.97344, -0.17783, 2.03692], [2.77876, 1.27191, 1.47786], [1.71023, -0.04432, -0.74864]],
  "atomic_forces_ev_per_a": [[0.954, 0.328, -0.782], [-1.280, -0.691, 0.953], [0.333, 0.967, -0.813], [-0.051, 0.263, 0.335], [-0.217, -0.376, 0.208], [0.130, -0.107, -0.192], [0.058, -0.386, 0.160], [2.162, 0.727, -0.954], [-2.255, 0.343, 0.740], [1.237, -0.868, -0.335], [-0.208, -0.241, 0.751], [-1.234, -0.070, 0.013], [0.674, -0.632, -0.270], [0.184, 0.038, -0.474], [-0.489, 0.705, 0.661]],
  "mulliken_charge": [-0.665, -0.114, -0.167, 0.300, 0.195, 0.287, 0.161, -0.490, -0.188, -0.466, 0.127, 0.209, 0.299, 0.233, 0.278]
}

=====

{
  "formula": "C3H8S",
  "method": "ωB97M-V/def2-TZVPD",
  "e_homo_ev": [1.03, -5.26],
  "lumo_ev": [3.81, 3.72],
  "orbital_gap_ev": [2.786, 8.981],
  "multiplicity": 2,
  "charge": -1,
  "relative_energy_kj_mol": 173.6,
  "species": ["S", "H", "H", "C", "C", "C", "H", "H", "H", "H", "H", "H"],
  "positions_angstrom": [[0.25246, 2.33354, -2.16483], [-0.54621, 1.31433, -2.22848], [-0.50590, 2.74307, -1.07558], [0.88413, -0.03466, 1.05211], [-0.15729, -1.09555, 0.92078], [-0.79748, -1.38957, -0.21079], [0.93032, 0.38200, 2.07080], [0.69060, 0.79943, 0.38460], [1.92161, -0.32693, 0.88007], [-0.42849, -1.76212, 1.73842], [-1.58150, -2.14274, -0.23932], [-0.66225, -0.82079, -1.12776]],
  "atomic_forces_ev_per_a": [[0.501, 1.028, 0.508], [-0.777, -1.265, -0.427], [0.257, 0.279, -0.112], [0.248, 0.644, 0.867], [-0.143, -0.909, -0.759], [-0.217, 0.514, 0.002], [-0.297, -0.090, -0.153], [-0.104, 0.026, -0.195], [-0.093, -0.500, -0.254], [0.328, 0.384, 0.353], [0.212, -0.044, 0.044], [0.084, -0.068, 0.128]],
  "mulliken_charge": [-1.330, 0.248, 0.383, -1.269, 0.385, -1.224, 0.309, 0.184, 0.289, 0.306, 0.265, 0.453]
}

=====

{
  "formula": "C14H30MgNO3P2",
  "method": "ωB97M-V/def2-TZVPD",
  "e_homo_ev": -10.99,
  "lumo_ev": -2.86,
  "orbital_gap_ev": 8.133,
  "multiplicity": 1,
  "charge": 1,
  "relative_energy_kj_mol": 0.0,
  "species": ["Mg", "P", "C", "C", "N", "C", "C", "C", "C", "C", "P", "H", "H", "H", "H", "H", "H", "H", "H", "O", "H", "H", "O", "H", "C", "H", "H", "H", "C", "H", "H", "H", "C", "H", "H", "H", "C", "H", "H", "H", "C", "C", "C", "O", "H", "H", "H", "H", "H", "H", "H"],
  "positions_angstrom": [[0.14464, 0.25525, 0.30683], [1.28951, 2.32634, 1.39259], [1.14563, 3.46897, -0.05525], [0.54421, 2.88988, -1.32533], [0.14387, 1.60445, -1.42811], [-0.17693, 1.09672, -2.64681], [-0.16084, 1.89760, -3.79650], [0.21037, 3.23475, -3.69092], [0.52363, 3.73056, -2.43118], [-0.47151, -0.40506, -2.79184], [-1.95383, -1.11063, -1.94112], [0.79988, 4.77989, -2.30547], [-0.40576, 1.42900, -4.75019], [0.27723, 3.86335, -4.58745], [-0.60606, -0.64163, -3.86400], [0.40317, -0.97373, -2.41172], [0.58914, 4.35263, 0.24369], [2.19901, 3.78827, -0.29649], [-4.02755, 3.52756, 1.32490], [-4.31899, 3.41130, 0.39913], [-3.67038, 3.82596, -0.23465], [-2.39157, -0.77693, 0.07348], [-1.72130, -0.73097, 0.80002], [-2.23239, -0.68104, 1.62159], [-3.43187, -0.54236, -2.83209], [-3.40794, -0.80547, -3.89873], [-4.30101, -1.01943, -2.35077], [-3.50899, 0.54954, -2.71156], [-1.81936, -2.90792, -2.20678], [-2.47921, -3.38999, -1.46874], [-2.13105, -3.21430, -3.21652], [-0.78614, -3.25348, -2.03536], [3.07396, 2.56460, 1.74896], [3.32125, 3.57718, 2.09842], [3.37989, 1.84595, 2.51979], [3.65108, 2.35698, 0.83792], [0.47421, 3.20603, 2.77946], [0.41099, 2.49631, 3.61633], [1.00823, 4.09912, 3.12456], [-0.55068, 3.47973, 2.50258], [1.69082, -2.21392, 2.33588], [2.02872, -2.10964, 0.85571], [2.08392, -3.49041, 0.24042], [1.12961, -1.31658, 0.13980], [0.68759, -2.64388, 2.46175], [1.68788, -1.23904, 2.83393], [2.40905, -2.86885, 2.84009], [3.02452, -1.65047, 0.76917], [1.08801, -3.95620, 0.28413], [2.37447, -3.43800, -0.81061], [2.79304, -4.13316, 0.77529]],
  "atomic_forces_ev_per_a": [[-0.011, -1.285, -0.282], [0.245, 0.740, 0.123], [0.570, -0.224, -0.086], [-0.119, -0.007, -0.528], [0.235, -0.272, 0.077], [-0.324, -0.170, -0.316], [0.101, -0.326, 0.354], [-0.205, -0.159, -0.023], [0.138, 0.358, -0.346], [0.195, 0.197, -0.575], [-0.029, 0.350, 0.426], [0.033, -0.372, -0.054], [0.118, 0.273, 0.241], [-0.125, -0.215, 0.488], [0.385, 0.214, 0.341], [-0.426, 0.207, -0.087], [-0.015, 0.214, -0.026], [-1.103, -0.149, 0.145], [0.048, 0.205, -0.978], [0.911, 0.308, -0.511], [-0.940, -0.519, 1.485], [0.779, 0.020, -0.184], [-0.447, 0.789, 1.338], [0.305, -0.027, 0.199], [0.097, -0.083, -0.553], [-0.175, 0.130, 0.186], [0.262, 0.238, -0.239], [-0.079, -0.378, -0.075], [0.010, -0.268, -0.353], [0.265, 0.076, -0.295], [0.105, 0.076, 0.250], [-0.405, 0.222, 0.070], [0.211, -0.583, 0.194], [-0.329, -0.220, -0.150], [0.040, 0.184, -0.175], [-0.144, -0.056, 0.261], [-0.164, -0.200, 0.183], [0.006, 0.244, -0.141], [-0.047, -0.181, -0.238], [0.179, -0.056, 0.039], [-0.296, -0.144, 0.100], [0.067, 0.325, -0.289], [-0.081, -0.440, -0.052], [-0.350, 0.729, 0.050], [0.155, 0.000, -0.056], [0.125, 0.037, -0.051], [-0.102, 0.159, 0.061], [0.177, -0.129, 0.088], [0.199, 0.094, 0.062], [0.055, 0.032, 0.055], [-0.098, 0.039, -0.152]],
  "mulliken_charge": [0.691, 0.933, -1.391, 0.742, 0.086, 0.590, -0.728, -0.560, -0.624, -1.180, 0.414, 0.459, 0.416, 0.416, 0.549, 0.370, 0.468, 0.422, 0.312, -0.626, 0.314, 0.183, -0.401, 0.197, -1.145, 0.381, 0.379, 0.337, -1.173, 0.336, 0.404, 0.336, -1.409, 0.417, 0.408, 0.409, -1.266, 0.388, 0.396, 0.371, -1.331, 0.737, -1.453, -0.734, 0.272, 0.229, 0.453, 0.173, 0.293, 0.314, 0.428]
}

=====

{
  "formula": "C17H21NO11P2RuSi2",
  "method": "ωB97M-V/def2-TZVPD",
  "e_homo_ev": [-2.59, -3.40],
  "lumo_ev": [3.93, 3.91],
  "orbital_gap_ev": [6.526, 7.316],
  "multiplicity": 5,
  "charge": -2,
  "relative_energy_kj_mol": 0.0,
  "species": ["Ru", "C", "Si", "C", "C", "C", "C", "C", "C", "C", "Si", "C", "C", "H", "H", "H", "H", "H", "H", "H", "H", "H", "H", "H", "H", "H", "H", "H", "H", "O", "P", "O", "O", "O", "P", "O", "O", "O", "H", "H", "O", "C", "O", "C", "C", "C", "N", "C", "C", "C", "O", "O", "H", "H", "H"],
  "positions_angstrom": [[-1.24599, 0.52049, 0.25042], [-0.53081, -4.02578, -2.63061], [0.26401, -2.33737, -2.50544], [0.86737, -1.71273, -4.16310], [1.71392, -2.42516, -1.31252], [2.68549, -3.29070, -1.84180], [3.88517, -3.54940, -1.20433], [4.13874, -2.92989, 0.01022], [3.18740, -2.07958, 0.54743], [1.96182, -1.79724, -0.07889], [0.81876, -0.65462, 0.98063], [0.21511, -1.83470, 2.34667], [2.02409, 0.54750, 1.84883], [-1.19224, -4.06750, -3.49598], [-1.12910, -4.21154, -1.73579], [0.22066, -4.81544, -2.69900], [1.70964, -2.29286, -4.54538], [1.18506, -0.67208, -4.06697], [0.05264, -1.75613, -4.88836], [2.50256, -3.78214, -2.79458], [4.60888, -4.22090, -1.65115], [5.06872, -3.10757, 0.53827], [3.40700, -1.61319, 1.50154], [1.06023, -2.33223, 2.83521], [-0.44580, -2.60238, 1.93967], [-0.34974, -1.28452, 3.10206], [2.54467, 0.09094, 2.69638], [1.45688, 1.39695, 2.23547], [2.77911, 0.93802, 1.16162], [0.05928, 2.01554, -2.32217], [-1.51859, 2.05818, -2.64700], [-1.80578, 3.12589, -3.60487], [-2.26937, 1.90028, -1.33473], [-1.77069, 0.60990, -3.42318], [-2.18363, -0.79451, -2.83489], [-3.26286, -0.49717, -1.72866], [-2.59291, -1.76216, -3.85505], [-0.91093, -1.25449, -2.00635], [0.25329, 1.54006, -1.49334], [-3.29966, 0.47204, -1.53863], [-0.98693, 6.69966, 4.10251], [-1.50766, 5.62864, 4.47200], [-2.06923, 5.33081, 5.54112], [-1.42321, 4.47618, 3.43035], [-0.65869, 4.61805, 2.28066], [-0.57985, 3.57086, 1.37937], [-1.21607, 2.41727, 1.56822], [-1.98634, 2.27960, 2.65513], [-2.10358, 3.27607, 3.60848], [-2.74419, 0.96303, 2.77659], [-3.37547, 0.71343, 3.78675], [-2.66038, 0.18795, 1.73850], [-0.14574, 5.55481, 2.11116], [0.00876, 3.64680, 0.47064], [-2.71384, 3.12503, 4.48688]],
  "atomic_forces_ev_per_a": [[0.125, 0.153, 0.503], [0.100, 0.068, 0.033], [0.067, -0.057, -0.122], [0.003, -0.097, 0.085], [-0.062, 0.008, -0.110], [0.031, -0.035, -0.038], [0.004, 0.012, 0.018], [-0.029, -0.005, -0.024], [0.029, 0.005, 0.015], [0.086, 0.019, 0.220], [-0.205, 0.156, -0.195], [0.078, 0.023, -0.025], [-0.032, -0.086, -0.026], [-0.019, 0.018, 0.002], [0.005, 0.006, 0.011], [-0.008, 0.000, -0.034], [-0.004, -0.005, 0.006], [0.000, 0.007, 0.009], [-0.015, 0.013, 0.004], [-0.005, 0.004, 0.002], [0.006, -0.001, 0.006], [0.005, -0.006, -0.004], [-0.013, 0.006, -0.007], [0.009, 0.010, -0.005], [-0.012, 0.006, -0.014], [-0.017, 0.010, -0.007], [0.005, -0.019, -0.009], [-0.003, -0.004, 0.015], [-0.024, 0.016, -0.030], [-0.012, -0.034, -0.065], [0.048, 0.088, -0.022], [-0.011, -0.023, 0.053], [0.129, -0.137, -0.012], [0.065, 0.056, -0.146], [-0.157, 0.046, -0.143], [-0.297, -0.074, -0.108], [0.096, -0.035, 0.001], [-0.046, -0.012, 0.153], [0.017, -0.034, -0.149], [0.147, 0.010, 0.142], [0.012, 0.048, 0.014], [0.063, -0.112, -0.071], [-0.049, 0.020, 0.015], [-0.053, 0.034, 0.079], [-0.003, -0.007, -0.063], [0.096, 0.030, 0.009], [-0.215, -0.056, 0.030], [0.008, -0.026, 0.087], [0.060, 0.016, 0.013], [0.026, 0.102, -0.017], [-0.011, 0.002, 0.011], [-0.020, -0.123, -0.088], [0.005, -0.004, 0.002], [0.000, 0.007, 0.008], [-0.005, -0.007, -0.006]],
  "mulliken_charge": [1.115, -1.207, 0.216, -1.175, 0.410, -0.890, -0.789, -0.774, -0.518, 0.760, 1.141, -1.306, -1.356, 0.321, 0.305, 0.466, 0.447, 0.293, 0.354, 0.220, 0.361, 0.384, 0.236, 0.395, 0.291, 0.289, 0.406, 0.289, 0.325, -0.485, 0.804, -0.742, -0.896, -0.339, 0.606, -0.562, -0.748, 0.521, 0.220, 0.430, -0.741, 0.420, -0.723, 0.217, -0.831, -0.436, -0.001, 0.614, -0.625, 0.280, -0.712, -0.821, 0.464, 0.497, 0.580]
}

=====

Sequential E_tot output: -62507.390, -27426.987, -14073.732, -46656.959, -78910.051 eV